# C3H9N5O

A cluster of 2 separate species, C3H9N5O in total (ωB97M-V/def2-TZVPD, the Open Molecules 2025 dataset).

ORCA input file:
```
! wB97M-V def2-TZVPD RIJCOSX def2/J DEFGRID3
* xyz 0 1
H 0.79690 -1.66916 1.49716
N 0.99974 -1.91430 0.52996
C 0.05416 -1.65155 -0.26074
N -1.18324 -1.15552 0.02257
N -2.00801 -0.58375 -0.94682
O -1.41655 -0.64082 1.29125
H 0.17647 -1.89631 -1.31355
H -2.64581 -1.26979 -1.33868
H -1.47394 -0.13410 -1.68459
H -1.18917 0.31816 1.28409
N -0.72710 2.09540 0.64021
C 0.46788 1.57547 0.23849
C 1.55574 1.10920 0.02180
N 2.72402 0.46716 -0.13969
H -1.35056 2.30873 -0.13117
H -0.62950 2.89410 1.25870
H 2.64272 -0.53228 0.03447
H 3.20627 0.67937 -1.00346
*
```

Computed properties:
- SMILES: [H]/N=C\N(N)O.NC#CN
- DFT total energy: -12750.4534 eV
- Maximum force: 0.02147 hartree/bohr